1.
Density functional theory data (wB97M-V/def2-TZVPD) for a 6-piece molecular cluster, C36H30N6O12 overall at a distorted geometry.

Cartesian coordinates (Å):
O 9.06510 18.05416 8.92566
N 9.10782 16.93866 8.44583
O 8.48182 16.55898 7.47592
C 10.18250 15.93840 8.93617
C 11.28028 16.49002 9.55979
C 12.13746 15.61359 10.17985
C 11.95262 14.26315 10.11512
C 10.77150 13.76336 9.50975
C 9.85987 14.58402 8.86687
H 11.29438 17.48636 9.81576
H 13.07651 15.98226 10.65293
H 12.57043 13.58532 10.63673
H 10.62794 12.73736 9.38615
H 9.09375 14.13416 8.20709
O 6.38387 13.35876 12.99900
N 7.19949 13.91409 12.29774
O 7.65990 13.44632 11.28322
C 7.65228 15.21629 12.76430
C 7.20511 15.67134 13.98356
C 7.61233 16.92165 14.41805
C 8.41147 17.76030 13.55107
C 8.74452 17.31333 12.31155
C 8.37184 16.00098 11.87312
H 6.75135 15.05215 14.70160
H 7.40490 17.27955 15.47048
H 8.63498 18.71811 13.99061
H 9.30675 17.96310 11.54403
H 8.67601 15.60583 10.88094
O 15.35037 10.66434 11.66873
N 16.44169 11.10867 11.87572
O 16.56649 12.28849 12.11735
C 17.62005 10.20884 11.92956
C 18.83619 10.68861 12.27488
C 19.89052 9.78431 12.36124
C 19.75104 8.48472 11.91477
C 18.48440 8.05842 11.52236
C 17.38475 8.91734 11.58429
H 18.95252 11.73662 12.45935
H 20.85260 10.13088 12.79657
H 20.51699 7.72118 11.91695
H 18.36349 7.14981 11.01889
H 16.38917 8.56619 11.25468
O 7.45080 15.73639 19.54402
N 8.20084 15.35882 18.65946
O 7.95562 14.40698 17.99235
C 9.42505 16.13403 18.42936
C 9.84581 17.13385 19.36214
C 11.01530 17.85428 19.11972
C 11.65241 17.71304 17.91495
C 11.24617 16.74338 17.01108
C 10.14350 15.92019 17.30180
H 9.12339 17.36261 20.16923
H 11.46174 18.52815 19.87241
H 12.49688 18.31959 17.61717
H 11.75298 16.50529 16.08571
H 9.85550 15.05549 16.63715
O 15.45339 8.69313 14.14437
N 14.86996 9.09877 15.13373
O 13.79543 8.63286 15.49422
C 15.36951 10.35364 15.72590
C 14.55591 11.14813 16.55429
C 15.13674 12.22874 17.21414
C 16.50361 12.47372 17.00046
C 17.26754 11.67073 16.19940
C 16.64531 10.67746 15.50220
H 13.45944 10.93736 16.69856
H 14.58843 12.87765 17.85065
H 16.94849 13.30950 17.49506
H 18.32729 11.99298 16.02277
H 17.15003 10.03116 14.82294
O 13.45648 13.76596 13.76591
N 12.33835 13.78582 14.17576
O 11.91030 14.68081 14.86236
C 11.40125 12.74406 13.78975
C 10.07030 12.73178 14.23167
C 9.26712 11.78624 13.75420
C 9.70265 10.78665 12.86916
C 11.05287 10.68898 12.53355
C 11.91079 11.65828 13.02566
H 9.65049 13.58450 14.85749
H 8.24800 11.86239 14.11386
H 9.02141 10.13468 12.37820
H 11.43762 9.80755 11.92131
H 12.95285 11.73178 12.78111

Output
- Kohn-Sham gap (eV) = 9.2
- total charge = 0
- energy relative to the best compared isomer or geometry (same formula, charge and spin) (kJ/mol) = 182.5
- SMILES = O=[N+]([O-])c1ccccc1.O=[N+]([O-])c1ccccc1.O=[N+]([O-])c1ccccc1.O=[N+]([O-])c1ccccc1.O=[N+]([O-])c1ccccc1.O=[N+]([O-])c1ccccc1
- largest force on an atom (hartree/bohr) = 0.0798
- energy (eV) = -71310.8970

=====

2.
Density functional theory data (wB97M-V/def2-TZVPD) for C36H31Br2Cl5N2O2TeTl as an isolated structure at a distorted geometry.

Cartesian coordinates (Å):
Tl -7.08592 -14.09257 18.66516
Cl -5.42227 -15.30267 21.27770
C -7.08197 -14.88811 21.67704
C -7.86414 -14.28644 20.69836
C -9.21686 -14.02554 20.93867
Cl -10.16395 -13.26861 19.68757
C -9.77888 -14.33139 22.18292
Cl -11.40517 -13.96405 22.50650
C -8.96306 -14.87012 23.19679
Cl -9.68457 -15.11335 24.67367
C -7.58161 -15.09749 22.99617
Cl -6.63204 -15.76617 24.26994
C -5.00315 -11.65695 20.11836
C -5.45825 -11.09217 18.82834
C -5.04669 -9.83213 18.32216
C -5.54038 -9.33959 17.16153
C -6.40042 -10.17374 16.42574
C -6.92223 -9.77895 15.15802
Br -6.45809 -8.14865 14.37635
C -7.78716 -10.57292 14.48312
C -8.09070 -11.83709 15.02447
Br -9.32916 -12.79072 14.01354
C -7.66150 -12.29854 16.25644
O -8.05353 -13.40118 16.79250
C -6.78070 -11.41152 16.97476
N -6.32012 -11.83105 18.17598
H -4.37628 -10.92158 20.59439
H -4.46479 -12.62350 20.02455
H -5.79295 -11.87653 20.79366
H -4.38503 -9.20464 18.95530
H -5.26391 -8.35653 16.82845
H -8.23638 -10.30803 13.53944
C -6.88117 -17.68748 16.46950
C -6.97801 -16.43502 17.36081
O -8.08281 -16.23956 17.93216
N -5.93295 -15.60481 17.64911
Te -4.04301 -15.61419 16.54304
C -2.55876 -14.62741 15.19177
C -2.97939 -13.79534 14.14216
C -4.45085 -13.47558 13.93455
C -2.04094 -13.27902 13.25035
C -0.68076 -13.56054 13.39108
C 0.40038 -13.04036 12.43208
C -0.29817 -14.44267 14.41027
C -1.20535 -14.91240 15.36377
C -0.64196 -15.73045 16.56528
C -3.09073 -14.97832 18.37394
C -2.60719 -13.67198 18.43909
C -2.87822 -12.64059 17.40207
C -1.82586 -13.30223 19.55836
C -1.57138 -14.17667 20.56958
C -0.71717 -13.80530 21.76782
C -2.09458 -15.46062 20.47675
C -2.93579 -15.88228 19.43042
C -3.43136 -17.30460 19.40608
H -7.28638 -18.56785 17.03742
H -5.79766 -17.98041 16.26711
H -7.42061 -17.59952 15.53849
H -4.56710 -12.37948 14.16458
H -5.07592 -14.06111 14.53945
H -4.65418 -13.54850 12.85471
H -2.36201 -12.58428 12.46009
H 0.45256 -11.93519 12.51903
H 0.17228 -13.14216 11.38152
H 1.33536 -13.51258 12.67198
H 0.72816 -14.65900 14.51790
H 0.43591 -15.78143 16.47346
H -1.01542 -16.79162 16.56565
H -0.84920 -15.30230 17.55282
H -3.88656 -12.70274 16.94220
H -2.12032 -12.57856 16.58461
H -2.90728 -11.67501 17.90339
H -1.46473 -12.28141 19.60639
H -0.24374 -12.79160 21.68848
H 0.12880 -14.46889 21.89806
H -1.31397 -13.88214 22.68567
H -1.88607 -16.17344 21.26137
H -3.07934 -17.84258 20.24897
H -3.02992 -17.79052 18.50454
H -4.51651 -17.28592 19.38265

Output
- expectation value of S² = 0.76
- Kohn-Sham gap (spin up / spin down) (eV) = 7.1 / 6.4
- total charge = 0
- energy relative to the best compared isomer or geometry (same formula, charge and spin) (kJ/mol) = 0.0
- spin multiplicity = 2
- largest force on an atom (hartree/bohr) = 0.0616
- energy (eV) = -259592.3448

=====

3.
Density functional theory data (wB97M-V/def2-TZVPD) for C36H31BrFN5O4STeTi as an isolated structure at a distorted geometry.

Cartesian coordinates (Å):
Ti 2.42471 -1.02370 1.84974
Br -4.27643 -3.53498 2.53721
C -2.50265 -2.88328 2.78703
C -2.28823 -1.87641 3.72094
C -1.00486 -1.38527 3.88663
C 0.06159 -1.84720 3.11231
O 1.26718 -1.31512 3.26654
C -0.16675 -2.91643 2.18331
C 0.92533 -3.54654 1.51793
N 2.15383 -3.01608 1.56116
C 3.31783 -3.70107 1.34508
C 3.49017 -4.95674 0.77099
C 4.77168 -5.49589 0.63579
C 5.89354 -4.80523 1.03169
C 5.76654 -3.52876 1.61574
C 6.84947 -2.70739 1.98516
C 6.60810 -1.49369 2.58494
C 5.29832 -1.08102 2.81273
N 4.24799 -1.80355 2.42827
C 4.47026 -3.00087 1.81882
C -1.47738 -3.41385 2.04380
H -3.11097 -1.48960 4.30566
H -0.79364 -0.61142 4.61494
H 0.76512 -4.53209 1.08892
H 2.63598 -5.50778 0.40172
H 4.88307 -6.48077 0.20019
H 6.88031 -5.22563 0.88366
H 7.86032 -3.03033 1.77026
H 7.42175 -0.84219 2.87130
H 5.07627 -0.13654 3.28997
H -1.66557 -4.21458 1.34025
C -3.12954 3.80990 2.42816
C -1.80861 4.19118 1.76457
N -1.01462 3.03016 1.41046
C 0.00362 2.65064 2.25301
C 0.74826 1.53838 2.05215
C 1.92392 1.29768 2.96416
O 1.94782 1.73805 4.09223
O 2.91341 0.64033 2.39649
C 0.46494 0.67855 0.94064
O 1.10960 -0.45155 0.73324
C -0.53165 1.11059 0.02654
C -0.78638 0.36753 -1.13966
C -1.73782 0.79339 -2.03594
F -1.91835 0.06196 -3.16926
C -2.50403 1.92400 -1.81912
C -2.26101 2.66786 -0.64181
C -1.28531 2.29361 0.26596
N -3.50628 2.42277 -2.71744
C -3.12656 3.63109 -3.42648
C -4.38331 4.33016 -3.91966
N -5.10504 3.38337 -4.83080
C -5.45113 2.11038 -4.11597
C -4.16205 1.48387 -3.60369
H -3.68821 4.70625 2.70119
H -2.93813 3.23012 3.33109
H -3.73963 3.20256 1.75884
H -1.21493 4.79830 2.44638
H -1.98514 4.79318 0.87005
H 0.20454 3.30098 3.09187
H -0.19427 -0.51067 -1.34563
H -2.88370 3.53616 -0.47248
H -2.46300 3.42194 -4.28651
H -2.58493 4.28805 -2.74976
H -4.15427 5.24627 -4.46170
H -5.04079 4.54768 -3.08053
H -4.47167 3.15063 -5.59960
H -5.93745 3.81794 -5.22404
H -5.96756 1.44831 -4.80934
H -6.10761 2.36279 -3.28559
H -3.54030 1.19346 -4.46556
H -4.40619 0.57769 -3.05495
Te 4.03104 -0.56675 -0.41336
C 2.86514 -0.86958 -2.13925
C 1.86429 -1.78132 -2.32183
C 1.31988 -1.78082 -3.63533
C 1.91487 -0.86821 -4.44731
S 3.14694 -0.00442 -3.60714
H 1.54264 -2.44054 -1.52506
H 0.51979 -2.43530 -3.95529
H 1.72589 -0.66457 -5.48966

Output
- expectation value of S² = 2.08
- Kohn-Sham gap (spin up / spin down) (eV) = 3.1 / 4.1
- total charge = 0
- energy relative to the best compared isomer or geometry (same formula, charge and spin) (kJ/mol) = 50.0
- spin multiplicity = 3
- largest force on an atom (hartree/bohr) = 0.0340
- energy (eV) = -167479.9298